# 1
ORCA calculation (wB97M-V/def2-TZVPD) on C25H46BrClF5LiMg2NNbO11S as an isolated structure at a distorted geometry.

XYZ file:
```
95
Properties=species:S:1:pos:R:3:mulliken_charge:R:1
C -3.390 2.509 -3.401 -1.085
C -4.047 1.124 -3.447 -0.328
S -3.178 -0.201 -2.545 -0.015
C -1.451 0.286 -2.291 -1.413
Nb -0.342 -1.109 -0.878 -0.740
C 0.503 0.436 0.462 -0.910
C 1.962 0.185 0.844 0.048
C 2.956 1.096 0.162 -0.294
O 3.936 0.647 -0.376 -0.534
O 2.668 2.434 0.134 -0.472
C 0.537 -2.848 0.256 -1.233
C 0.466 -2.643 1.771 0.204
C -0.300 -3.731 2.502 0.706
F -1.132 -4.456 1.748 -0.249
F -1.125 -3.145 3.458 0.089
F 0.509 -4.526 3.200 -0.305
C -2.260 -1.426 0.335 -0.288
C -2.826 -0.182 0.949 0.604
O -3.625 -0.200 1.847 -0.572
F -2.453 1.025 0.455 -0.191
C 1.456 -1.175 -2.213 -1.260
C 1.518 -0.135 -3.359 2.200
C 1.574 1.326 -2.921 -1.186
C 2.802 -0.415 -4.180 -1.314
H -2.930 2.723 -4.358 0.296
H -4.189 3.235 -3.290 0.374
H -2.728 2.662 -2.560 0.300
H -5.021 1.204 -2.977 0.381
H -4.250 0.830 -4.470 0.335
H -1.343 1.280 -1.869 0.297
H -1.052 0.343 -3.301 0.977
H -1.050 -2.453 -2.036 0.097
H -0.078 0.368 1.390 0.799
H 0.323 1.447 0.106 1.025
H 2.089 0.332 1.920 0.585
H 2.319 -0.817 0.642 0.291
H 2.643 2.746 1.047 0.295
H 1.584 -2.885 -0.037 0.417
H 0.111 -3.786 -0.090 0.812
H 1.468 -2.681 2.181 0.525
H 0.054 -1.694 2.102 -0.428
H -2.126 -2.116 1.162 -0.458
H -3.082 -1.863 -0.228 0.747
H 1.513 -2.155 -2.698 0.834
H 2.372 -1.117 -1.619 0.404
H 0.682 -0.342 -4.067 -0.323
H 1.132 1.947 -3.700 0.423
H 2.597 1.670 -2.829 -0.198
H 1.033 1.552 -2.006 0.234
H 3.640 0.158 -3.810 0.163
H 2.662 -0.157 -5.228 0.420
H 3.107 -1.452 -4.083 0.344
Mg -3.518 -3.489 3.677 -0.460
C 5.220 3.026 -2.296 -0.242
O 4.799 2.321 -3.466 -0.499
H 4.444 2.918 -1.546 -0.086
H 6.152 2.607 -1.917 0.202
H 5.356 4.089 -2.523 0.332
H 5.494 2.416 -4.123 0.279
C -0.418 -0.463 4.973 -0.657
O 0.330 -0.293 3.932 -0.595
H -0.321 -1.447 5.530 0.459
H -0.267 0.302 5.835 -0.245
H -1.558 -0.402 4.814 0.247
Li -1.595 -0.109 6.896 0.915
N -8.767 -4.813 0.789 0.016
C -7.499 -4.340 0.995 -0.632
C -7.601 -3.090 1.543 -0.157
C -8.987 -2.799 1.676 -0.578
C -9.678 -3.881 1.205 -0.419
H -8.993 -5.706 0.394 0.181
H -6.638 -4.931 0.736 0.369
H -6.776 -2.455 1.820 0.457
H -9.423 -1.898 2.074 0.379
H -10.735 -4.069 1.129 0.370
O 5.648 -0.647 -4.170 -0.680
Cl 6.962 -0.732 -3.590 1.712
O 7.807 -1.582 -4.379 -0.695
O 6.882 -1.210 -2.244 -0.675
O 7.537 0.634 -3.563 -0.469
O 3.634 4.380 3.813 -0.560
C 2.490 4.061 3.877 0.457
O 1.751 3.739 2.778 -0.372
C 0.382 3.501 3.151 -0.058
C 0.433 3.155 4.628 -0.104
C 1.622 3.982 5.117 -0.555
H -0.193 4.408 2.951 0.254
H -0.019 2.688 2.549 -0.081
H -0.501 3.370 5.148 0.483
H 0.651 2.093 4.743 -0.158
H 1.330 4.993 5.407 0.272
H 2.158 3.498 5.928 0.324
Mg -1.442 -2.192 -3.749 0.057
Br 8.981 1.755 -5.114 0.212
F 8.625 2.759 -3.234 -0.425
```

Largest force on an atom, hartree/bohr: 0.12400
E_LUMO, eV: -4.45
E_tot, eV: -170293.8155



# 2
ORCA calculation (wB97M-V/def2-TZVPD) on C25H46BrN2O8P as an isolated structure at a distorted geometry.

XYZ file:
```
83
Properties=species:S:1:pos:R:3:mulliken_charge:R:1
C -4.501 -0.754 -6.399 -0.655
C -3.032 -0.814 -6.169 -0.675
C -2.310 -0.835 -4.660 1.291
C -2.106 -2.436 -4.431 -1.142
C -3.479 -3.331 -4.399 -0.140
C -3.295 -4.853 -3.796 -0.430
C -1.739 -5.334 -3.610 -0.408
N -1.569 -6.854 -3.477 -0.406
C -0.498 -7.227 -4.520 0.411
C -0.861 -7.207 -6.152 -0.659
O 0.775 -7.550 -4.195 -0.526
O -0.891 -0.379 -4.836 -0.523
C -0.639 0.458 -3.643 0.121
C 0.837 1.126 -3.404 -0.606
C 1.146 0.966 -1.769 -0.554
C 2.468 1.794 -1.269 -0.407
C 2.312 2.428 0.244 -0.473
C 3.105 1.600 1.418 -0.558
C 3.630 2.570 2.650 -0.626
C 2.368 3.271 3.495 -0.522
C 2.944 4.031 4.862 -0.591
C 2.406 3.239 6.216 -0.468
C 3.569 3.408 7.392 -0.532
C 2.893 3.816 8.832 -0.631
C 2.507 2.492 9.734 -0.406
O 3.705 1.612 9.933 -0.310
C 3.394 0.807 11.126 -0.628
C -1.991 1.382 -3.609 -0.086
Br -1.855 2.433 -5.347 -0.109
O -2.142 2.459 -2.624 -0.095
N -2.333 3.664 -3.247 0.035
O -3.423 4.134 -2.876 -0.337
C -3.078 0.110 -3.580 0.469
P -3.654 -0.511 -1.889 0.915
O -3.216 -1.963 -1.472 -0.668
O -5.430 -0.477 -1.912 -0.530
O -3.212 0.538 -0.529 -0.475
H -5.222 0.102 -5.996 0.205
H -5.036 -1.635 -6.975 0.229
H -2.350 -0.899 -7.143 0.257
H -1.327 -2.815 -5.252 0.438
H -1.524 -2.560 -3.395 0.152
H -3.854 -3.423 -5.518 0.235
H -4.282 -2.693 -3.790 0.092
H -3.876 -5.590 -4.503 0.333
H -3.774 -4.841 -2.703 0.175
H -1.006 -4.999 -4.458 0.252
H -1.326 -4.837 -2.607 0.161
H -2.469 -7.307 -3.751 0.342
H -0.643 -8.248 -6.639 0.304
H -2.007 -6.883 -6.233 0.200
H -0.204 -6.357 -6.670 0.241
H -0.763 -0.329 -2.763 0.146
H 0.947 2.228 -3.784 0.334
H 1.642 0.419 -3.926 0.252
H 1.285 -0.181 -1.482 0.234
H 0.136 1.295 -1.231 0.188
H 3.389 1.039 -1.356 0.267
H 2.630 2.685 -2.039 0.295
H 2.812 3.512 0.200 0.303
H 1.206 2.578 0.598 0.233
H 2.415 0.773 1.917 0.216
H 4.070 1.033 1.023 0.302
H 4.408 3.381 2.261 0.249
H 4.212 1.932 3.474 0.292
H 1.838 4.034 2.757 0.235
H 1.573 2.440 3.786 0.301
H 2.629 5.166 4.917 0.271
H 4.130 3.966 4.813 0.359
H 2.230 2.121 5.904 0.270
H 1.365 3.670 6.596 0.224
H 4.381 4.217 7.099 0.359
H 4.147 2.367 7.451 0.244
H 1.873 4.389 8.619 0.293
H 3.645 4.541 9.383 0.290
H 1.606 1.874 9.288 0.237
H 2.182 2.847 10.801 0.351
H 3.982 -0.218 11.122 0.217
H 3.703 1.377 12.113 0.236
H 2.242 0.574 11.139 0.283
H -4.060 0.631 -4.019 0.273
H -5.727 -0.137 -0.995 0.290
H -4.035 0.942 -0.121 0.277
```

Largest force on an atom, hartree/bohr: 0.17051
E_LUMO, eV: -1.01
E_tot, eV: -125344.1214



# 3
ORCA calculation (wB97M-V/def2-TZVPD) on C25H46Cl2CrN3O6Si as an isolated structure at a distorted geometry.

XYZ file:
```
84
Properties=species:S:1:pos:R:3:lowdin_spin:R:1
C 2.817 -2.319 -1.351 0.001
C 2.377 -1.508 -2.537 0.000
H 2.386 -3.324 -1.418 0.000
H 2.528 -1.889 -0.382 0.001
H 3.910 -2.434 -1.387 0.000
C 2.682 -1.904 -3.795 0.002
C 2.926 -3.324 -4.168 0.000
H 2.900 -1.175 -4.602 0.000
H 2.349 -4.073 -3.604 0.000
H 3.986 -3.583 -4.042 0.000
H 2.736 -3.513 -5.230 0.000
Cr 1.251 0.820 0.846 3.670
Cl 2.735 2.003 -0.307 0.082
C -0.053 3.399 0.883 0.015
O -0.189 2.159 0.612 0.010
N -1.095 4.232 0.787 0.012
C -2.437 3.677 0.623 0.001
C -0.930 5.669 0.673 0.001
H 0.914 3.769 1.204 0.002
H -2.677 3.051 1.487 0.000
H -2.503 3.073 -0.279 0.000
H -3.130 4.517 0.571 0.000
H -0.326 6.080 1.480 0.000
H -1.909 6.162 0.714 0.000
H -0.451 5.929 -0.277 0.000
H -2.380 1.434 3.766 0.001
H -0.930 0.910 6.299 0.001
C -2.371 0.346 3.898 0.001
C -0.987 -0.102 5.890 0.001
N -1.106 -0.085 4.449 0.010
H -2.565 -0.168 2.959 0.000
C -0.027 -0.210 3.670 0.016
O -0.060 -0.081 2.422 0.026
H -0.089 -0.647 6.160 0.000
H 0.909 -0.474 4.195 0.001
H -3.140 0.083 4.622 0.000
H -1.867 -0.580 6.321 0.000
H -0.081 -4.924 3.667 0.000
H -0.622 -4.082 0.787 0.000
C -1.131 -5.207 3.506 0.000
C -1.555 -4.535 1.154 0.000
N -1.748 -4.295 2.569 0.000
H -1.689 -5.135 4.451 0.000
C -2.390 -3.187 3.007 0.000
O -2.896 -2.338 2.266 0.000
H -2.411 -4.124 0.609 0.000
H -2.418 -3.137 4.119 0.000
H -1.174 -6.227 3.103 0.000
H -1.472 -5.621 1.016 0.000
O 0.817 0.014 -1.167 0.048
C 1.863 -0.127 -2.264 0.007
C 0.742 0.034 -4.599 0.001
C 1.448 0.618 -3.544 0.001
H 0.460 -1.028 -4.570 0.000
C 0.395 0.780 -5.736 0.000
H 2.733 0.448 -1.869 0.001
C 1.860 1.946 -3.680 0.002
H -0.146 0.272 -6.546 0.000
C 0.782 2.114 -5.837 0.001
C 1.524 2.685 -4.812 0.000
H 2.424 2.385 -2.855 0.002
H 0.494 2.698 -6.717 0.000
H 1.905 3.708 -4.886 0.000
Si -1.040 -0.268 -1.846 0.005
Cl -0.842 -2.260 -2.550 0.003
C -2.227 -0.195 -3.553 0.000
C -1.338 1.628 -2.186 0.001
C -1.709 -0.494 -0.073 0.004
H -2.604 0.789 -3.909 0.000
H -3.151 -0.700 -3.200 0.000
H -1.882 -0.737 -4.460 0.000
H -1.386 -1.408 0.434 0.000
H -2.802 -0.496 -0.171 0.001
H -1.523 0.332 0.642 0.002
H -0.808 2.009 -3.076 0.000
H -1.050 2.302 -1.343 0.000
H -2.438 1.809 -2.310 0.000
C 3.332 1.208 4.191 0.004
C 2.614 1.054 2.875 0.017
O 1.776 1.966 2.507 0.031
O 2.751 0.039 2.091 0.012
H 2.574 1.252 4.987 0.001
H 3.867 2.168 4.286 0.001
H 3.990 0.346 4.340 0.001
```

Net charge: -1
Energy relative to the best compared isomer or geometry (same formula, charge and spin), kcal per mole: 86.2
Spin multiplicity: 5
<S²>: 6.008
Largest force on an atom, hartree/bohr: 0.07558
E_LUMO (spin up / spin down), eV: 2.07 / 2.06
E_tot, eV: -104773.4871



# 4
ORCA calculation (wB97M-V/def2-TZVPD) on C25H46FINO10S4 as an isolated structure at a distorted geometry.

XYZ file:
```
88
Properties=species:S:1:pos:R:3:mulliken_charge:R:1
C -47.141 38.020 22.521 -0.937
C -45.741 38.668 22.876 0.666
O -45.378 38.843 24.068 -0.566
N -45.027 39.365 21.815 0.948
H -44.740 38.697 21.123 0.090
H -45.595 39.955 21.234 -0.159
C -43.770 40.017 22.083 -0.589
H -47.597 37.204 23.222 0.341
H -47.022 37.341 21.724 0.047
H -48.042 38.584 22.185 0.390
H -43.084 39.216 22.299 0.374
H -44.040 40.764 22.800 0.009
H -43.255 40.398 21.175 0.236
I -46.892 41.998 20.187 -0.764
O -44.563 37.494 20.034 -1.025
H -43.638 37.173 20.145 0.054
F -41.448 33.543 22.294 -0.346
C -41.714 34.439 23.368 0.074
C -40.928 34.395 24.590 -0.148
C -41.054 35.199 25.617 -0.532
C -42.205 36.062 25.584 -0.196
C -43.081 36.077 24.434 -0.444
C -42.753 35.284 23.347 0.196
H -39.987 33.670 24.748 0.169
H -40.475 34.974 26.650 0.217
H -42.453 36.681 26.498 0.323
H -44.121 36.695 24.429 0.065
H -43.463 35.178 22.505 0.435
C -40.500 39.718 18.160 -0.512
C -42.046 39.913 17.741 -0.464
C -42.223 41.353 17.761 -0.573
S -41.074 42.094 18.801 1.142
O -41.426 41.755 20.176 -0.569
O -41.023 43.456 18.399 -0.816
C -39.834 41.079 18.331 -0.815
H -40.122 39.098 17.340 0.344
H -40.311 39.413 19.216 0.273
H -42.590 39.396 18.445 0.022
H -42.204 39.442 16.752 0.396
H -43.254 41.633 17.816 0.449
H -41.973 41.503 16.641 0.314
H -39.032 41.116 19.000 0.505
H -39.378 41.349 17.384 0.306
C -49.284 36.585 18.537 -0.528
C -50.088 36.606 19.750 0.121
C -50.388 35.215 20.168 -0.384
S -50.383 34.254 18.627 1.193
O -51.755 33.837 18.289 -0.735
O -49.326 33.281 18.701 -0.612
C -49.829 35.501 17.533 -1.077
H -48.143 36.370 18.583 0.078
H -49.170 37.540 17.891 0.406
H -51.134 37.136 19.685 0.259
H -49.360 37.297 20.470 -0.187
H -51.321 35.003 20.531 0.530
H -49.589 34.839 20.783 -0.083
H -50.741 35.888 17.171 0.341
H -49.269 35.044 16.906 0.697
C -44.372 44.254 22.380 -0.276
C -43.334 45.046 21.627 -0.329
C -42.047 45.223 22.212 -0.713
S -42.206 44.043 23.542 1.142
O -41.717 44.644 24.809 -0.811
O -41.612 42.767 23.188 -0.579
C -43.935 43.854 23.733 -0.378
H -44.571 43.303 21.669 -0.277
H -45.284 44.750 22.503 0.590
H -43.509 46.163 21.397 0.274
H -43.287 44.431 20.624 0.113
H -42.095 46.222 22.724 0.303
H -41.177 45.107 21.717 0.481
H -44.566 44.580 24.315 0.293
H -44.168 42.750 23.929 0.086
C -44.440 32.305 21.797 -0.866
C -44.582 33.437 20.609 -0.127
C -45.994 33.660 20.494 -0.437
S -46.790 33.275 22.038 1.140
O -47.663 32.164 21.818 -0.696
O -47.290 34.499 22.671 -0.598
C -45.352 32.761 22.902 -1.200
H -43.356 32.364 21.892 0.346
H -44.766 31.324 21.492 0.402
H -44.236 32.923 19.611 0.357
H -44.090 34.478 20.837 0.043
H -46.428 32.839 19.948 0.438
H -46.285 34.741 20.283 0.051
H -45.774 32.165 23.459 0.838
H -44.942 33.334 23.705 0.442
```

Net charge: -1
Energy relative to the best compared isomer or geometry (same formula, charge and spin), kcal per mole: 5.0
Largest force on an atom, hartree/bohr: 0.19590
E_LUMO, eV: 2.03
E_tot, eV: -102785.8889



# 5
ORCA calculation (wB97M-V/def2-TZVPD) on C25H47Br16F2NO3 as an isolated structure at a distorted geometry.

XYZ file:
```
94
Properties=species:S:1:pos:R:3:mulliken_charge:R:1
C 2.215 0.325 0.691 -1.599
C 1.254 -0.273 1.712 0.791
F 1.958 -1.054 2.578 -0.393
C 0.157 -1.086 1.088 0.423
O -0.128 -2.226 1.667 -0.626
O -0.555 -0.717 -0.128 -0.326
C -1.484 0.345 0.196 1.424
F -1.402 0.796 1.490 -0.397
C -2.902 -0.189 -0.011 -0.566
C -3.878 0.486 0.936 -0.516
N -5.279 0.195 0.534 -0.520
C -1.158 1.528 -0.725 -0.511
C -0.442 2.610 0.081 0.317
C -1.311 3.731 0.598 -0.651
O -0.409 3.862 -0.495 -0.512
H 1.763 0.513 -0.271 0.298
H 3.087 -0.308 0.613 0.449
H 2.562 1.275 1.080 0.366
H 0.794 0.547 2.255 0.330
H -3.190 -0.068 -1.043 0.124
H -2.880 -1.243 0.243 0.369
H -3.733 0.161 1.956 0.329
H -3.738 1.559 0.860 0.130
H -5.793 1.060 0.613 0.230
H -5.699 -0.392 1.239 0.243
H -2.035 2.023 -1.130 -0.660
H -0.410 1.275 -1.468 0.325
H 0.375 2.295 0.704 0.418
H -0.961 4.122 1.532 0.384
H -2.270 3.287 0.404 0.139
Br -1.032 -1.339 3.427 0.118
C -2.007 -2.268 4.904 -0.702
C -2.250 -1.386 6.104 -0.581
Br -0.629 -1.149 7.145 -0.160
H -1.416 -3.146 5.139 0.415
H -2.953 -2.571 4.461 0.353
H -2.966 -1.839 6.788 0.390
H -2.594 -0.393 5.833 0.310
Br -2.130 2.767 -6.716 -0.171
C -1.541 1.540 -5.323 -0.701
C -2.677 1.059 -4.471 -0.299
Br -3.237 2.417 -3.195 -0.107
H -0.779 2.057 -4.752 0.387
H -1.095 0.703 -5.851 0.351
H -2.356 0.214 -3.867 -0.067
H -3.552 0.783 -5.037 0.640
Br 0.015 2.432 6.352 -0.081
C -0.681 3.767 7.575 -0.176
C -1.221 3.131 8.826 -0.597
Br -2.955 2.299 8.522 -0.160
H -1.429 4.335 7.033 0.402
H 0.162 4.413 7.807 -0.120
H -1.395 3.884 9.591 0.372
H -0.568 2.359 9.219 0.365
Br 0.363 -5.903 -2.745 -0.168
C 1.719 -4.530 -2.480 -0.459
C 1.750 -4.049 -1.052 -0.818
Br 0.268 -2.836 -0.624 0.016
H 1.499 -3.735 -3.183 0.197
H 2.659 -5.004 -2.756 0.363
H 2.649 -3.460 -0.875 0.395
H 1.707 -4.864 -0.337 0.434
Br -4.002 -1.871 -5.147 -0.113
C -3.332 -3.083 -3.779 -0.314
C -4.437 -3.577 -2.893 -0.610
Br -4.972 -2.220 -1.603 -0.089
H -2.562 -2.553 -3.227 0.047
H -2.878 -3.904 -4.328 0.392
H -4.092 -4.417 -2.296 0.361
H -5.325 -3.865 -3.445 0.396
Br 1.539 -0.060 -4.662 -0.107
C 2.718 1.200 -5.560 -0.708
C 2.687 1.012 -7.051 -0.526
Br 3.703 -0.559 -7.577 -0.105
H 3.706 1.060 -5.137 0.455
H 2.347 2.187 -5.292 0.347
H 3.164 1.850 -7.552 0.376
H 1.683 0.884 -7.441 0.315
Br 3.852 3.333 6.833 -0.109
C 4.589 4.934 7.653 -0.568
C 3.625 5.563 8.621 -0.591
Br 2.208 6.530 7.703 -0.158
H 4.867 5.601 6.845 0.376
H 5.484 4.602 8.174 0.328
H 4.130 6.308 9.230 0.342
H 3.144 4.835 9.265 0.370
Br 6.524 -6.605 -7.515 -0.138
C 5.129 -5.347 -8.017 -0.629
C 5.349 -3.995 -7.397 -0.329
Br 4.871 -3.978 -5.514 -0.095
H 4.184 -5.792 -7.725 0.383
H 5.179 -5.280 -9.100 0.364
H 4.702 -3.256 -7.863 0.015
H 6.380 -3.665 -7.462 0.372
```

Largest force on an atom, hartree/bohr: 0.15635
E_LUMO, eV: 0.20
E_tot, eV: -1160428.8462